A 2-piece molecular cluster, C3H8O2S overall. Source: the Open Molecules 2025 dataset; level of theory: ωB97M-V/def2-TZVPD.

<S²> = 0.753
total charge = +1
orbital gap (alpha / beta) = 11.121 / 6.066 eV
2S+1 = 2
energy above the lowest of the compared OMol25 structures with the same formula, charge and spin = 0.0 kcal/mol
HOMO energy (alpha / beta) = -14.2952 / -14.2942 eV

Atoms and positions in Å:
C (-0.5069, -0.7035, 0.6545)
S (-1.6205, -0.9032, -0.7270)
C (-3.1946, -0.8740, 0.1477)
H (-0.6238, 0.2935, 1.0906)
H (-0.5269, -1.5500, 1.3307)
H (0.4705, -0.6108, 0.1716)
H (-3.1855, -0.1053, 0.9173)
H (-3.5529, -1.8380, 0.5065)
H (-3.8529, -0.4703, -0.6259)
O (1.5339, 1.2050, -0.5924)
C (2.6438, 1.2988, -0.1705)
O (2.9951, 1.0360, 1.1020)
H (3.4059, 1.7369, -0.8243)
H (3.8469, 1.4915, 1.1456)

Atomic partial charges in e from the natural (NBO) method, atoms 1 to 2:
1. C -0.83
2. S 0.93